# C24H27F3N3O2S4Ti

C24H27F3N3O2S4Ti as an isolated structure in a non-equilibrium geometry (ωB97M-V with the def2-TZVPD basis set, OMol25).

Element x y z (Å)
Ti (8.631, 11.378, 10.036)
F (13.225, 12.016, 14.564)
C (12.637, 12.011, 13.393)
F (13.503, 11.406, 12.572)
F (12.593, 13.342, 13.022)
C (11.203, 11.429, 13.368)
C (10.541, 11.098, 14.535)
C (9.206, 10.712, 14.399)
C (8.630, 10.737, 13.155)
N (9.246, 11.050, 12.047)
C (10.546, 11.349, 12.101)
S (11.216, 11.669, 10.553)
H (11.022, 11.185, 15.511)
H (8.561, 10.503, 15.241)
H (7.592, 10.519, 13.087)
O (8.493, 11.142, 7.890)
S (8.268, 11.708, 6.521)
C (7.334, 10.407, 5.687)
C (6.397, 9.532, 6.533)
C (7.070, 8.288, 7.141)
C (6.326, 7.716, 8.331)
S (6.826, 8.416, 9.935)
O (7.211, 9.838, 9.598)
C (8.332, 7.612, 10.306)
C (9.583, 7.954, 9.736)
C (10.704, 7.349, 10.249)
C (10.576, 6.371, 11.240)
C (9.374, 6.044, 11.778)
C (8.246, 6.695, 11.335)
C (7.065, 13.004, 6.653)
C (6.093, 12.940, 7.628)
C (5.244, 14.038, 7.734)
C (5.383, 15.129, 6.906)
C (6.292, 15.130, 5.860)
C (7.192, 14.074, 5.744)
H (8.139, 9.801, 5.273)
H (6.818, 10.843, 4.855)
H (5.561, 9.243, 5.920)
H (6.000, 10.103, 7.373)
H (8.108, 8.567, 7.458)
H (7.214, 7.512, 6.388)
H (6.409, 6.608, 8.443)
H (5.253, 7.905, 8.300)
H (9.557, 8.651, 8.916)
H (11.697, 7.625, 9.870)
H (11.499, 5.936, 11.591)
H (9.273, 5.258, 12.517)
H (7.337, 6.438, 11.829)
H (6.063, 12.103, 8.336)
H (4.495, 14.088, 8.511)
H (4.820, 16.040, 7.006)
H (6.385, 15.971, 5.163)
H (7.939, 14.130, 4.971)
C (9.180, 14.870, 14.259)
N (8.373, 14.484, 13.130)
C (8.765, 14.312, 11.877)
N (10.033, 14.593, 11.572)
S (7.706, 13.769, 10.643)
H (8.655, 14.625, 15.171)
H (9.391, 15.929, 14.216)
H (10.155, 14.327, 14.307)
H (7.366, 14.298, 13.249)
H (10.705, 14.780, 12.309)
H (10.390, 14.297, 10.681)

Atomic forces in eV per Å
0.255 0.503 -0.806
-0.183 -0.268 1.419
-0.442 0.414 -1.010
-0.444 -0.077 -0.252
-0.186 -0.507 -0.078
1.153 0.369 -0.424
-0.045 0.167 -0.347
0.010 0.221 0.525
-0.639 -0.294 1.353
0.055 -0.251 -0.182
1.024 0.371 0.303
-0.200 0.003 -0.476
-0.088 -0.084 -0.350
0.216 -0.153 0.135
-0.804 -0.189 -0.225
0.278 0.187 0.558
0.055 0.238 -0.716
0.248 -0.793 0.242
0.486 0.289 0.776
1.292 0.427 -0.058
-0.188 -0.927 0.374
-0.482 -0.095 -0.118
-0.123 0.232 0.384
0.779 -0.189 0.129
-1.517 -0.238 0.373
0.489 0.106 -0.351
1.601 0.599 -0.402
-0.360 -0.686 0.321
0.060 -0.077 -0.118
0.557 0.010 -0.751
-0.163 0.390 0.233
-0.225 -0.126 0.736
0.130 0.487 -0.917
0.861 -0.213 -0.201
-0.881 -0.093 0.634
0.021 -0.200 -0.152
-0.233 0.483 -0.446
-0.381 -0.158 -0.256
-0.075 0.164 -0.144
-0.855 -0.177 -0.246
-0.150 -0.031 -0.060
0.173 0.787 -0.054
-0.086 0.166 -0.147
0.523 0.298 -0.052
-0.489 -0.196 0.167
-0.033 -0.273 0.142
0.144 0.164 0.087
-0.827 0.137 0.018
-0.095 0.366 -0.338
0.015 -0.159 0.095
-0.531 -0.067 0.365
-0.169 -0.288 0.427
0.314 -0.352 -0.027
0.955 -0.317 0.011
-1.783 -0.718 -0.188
1.126 0.069 -0.229
-0.105 0.188 0.649
-0.231 -0.318 -0.174
-0.184 0.081 0.142
0.082 0.392 0.188
-0.705 0.198 -0.247
0.993 0.182 0.158
-0.061 -0.066 -0.306
0.069 -0.115 -0.098

Its charge is +1. Its gap between HOMO and LUMO (alpha / beta) is 7.1057 / 8.2443 eV. As for the spin multiplicity: 3. The highest occupied orbital energy (alpha / beta) is -9.177 / -10.331 eV.

Atom charges from the natural (NBO) analysis, given in e for atoms 1 to 8: Ti 1.19; F -0.31; C 0.99; F -0.31; F -0.36; C -0.22; C -0.12; C -0.30

=====

# C8H16N

An isolated ion of composition C8H16N and charge +1 in a non-equilibrium geometry (ωB97M-V with the def2-TZVPD basis set, OMol25).

Element x y z (Å)
C (-1.116, 0.215, -0.442)
C (-0.293, -0.176, -1.334)
C (0.503, 0.047, 1.444)
C (-0.832, 0.356, 1.119)
C (-1.017, 1.844, 1.325)
C (-1.914, -0.557, 1.766)
C (1.556, -1.739, -1.433)
C (1.610, 0.812, -1.808)
N (1.030, -0.401, -1.327)
H (-2.152, 0.423, -0.693)
H (-0.711, -0.424, -2.422)
H (1.150, 0.785, 1.213)
H (0.780, -0.998, 1.503)
H (-0.251, 2.433, 0.823)
H (-0.914, 2.051, 2.429)
H (-1.928, 2.124, 0.857)
H (-1.556, -1.564, 1.615)
H (-2.837, -0.477, 1.354)
H (-1.960, -0.363, 2.771)
H (2.524, -1.778, -0.895)
H (0.707, -2.327, -0.917)
H (1.591, -2.140, -2.455)
H (2.006, 1.474, -0.992)
H (2.429, 0.600, -2.561)
H (0.736, 1.393, -2.371)

Atomic forces in eV per Å
-1.394 0.120 2.094
-1.968 -2.345 -4.430
-1.538 -3.432 -2.498
-1.648 0.453 -0.547
0.525 0.639 1.631
3.649 -0.463 -1.018
-1.470 -1.002 1.017
0.866 2.029 -2.306
1.332 0.735 2.197
0.058 -0.028 0.189
0.252 0.845 2.061
2.743 2.171 0.127
0.461 0.048 0.876
0.213 -0.148 -0.059
-0.705 0.199 -1.150
-1.084 0.602 0.323
-0.138 -0.511 0.095
-2.680 0.523 -1.391
-0.186 0.438 2.564
-0.621 -0.343 -0.490
1.868 0.299 -0.551
0.363 0.356 0.042
-0.315 -0.610 -0.746
-0.812 0.340 0.905
2.231 -0.914 1.067

Its charge is +1. Its gap between HOMO and LUMO (alpha / beta) is 5.9592 / 7.9678 eV. The highest occupied orbital energy (alpha / beta) is -12.808 / -13.730 eV.

Atom charges from the natural (NBO) analysis, given in e for atoms 1 to 8: C -0.13; C -0.02; C 0.09; C -0.22; C -0.59; C -0.56; C -0.41; C -0.43

=====

# C13H13BBrF13INO5P

An isolated ion of composition C13H13BBrF13INO5P and charge -1 in a non-equilibrium geometry (ωB97M-V with the def2-TZVPD basis set, OMol25).

Element x y z (Å)
O (4.988, -1.023, 1.308)
C (4.074, -0.906, 0.329)
O (4.625, -1.058, -1.060)
C (2.438, -0.681, 0.610)
C (1.734, -1.999, -0.064)
C (0.464, -1.732, -1.047)
C (-0.931, -2.257, -0.286)
F (-0.957, -1.856, 1.170)
F (-0.872, -3.762, -0.408)
C (-2.303, -1.779, -1.044)
F (-2.333, -2.382, -2.427)
F (-2.157, -0.299, -1.274)
C (-3.699, -2.195, -0.287)
F (-3.512, -3.251, 0.778)
F (-4.548, -2.879, -1.334)
C (-4.460, -0.949, 0.461)
F (-5.448, -1.586, 1.410)
F (-3.491, -0.225, 1.345)
C (-5.339, 0.025, -0.517)
F (-5.003, -0.046, -1.957)
F (-6.787, -0.325, -0.379)
C (-5.173, 1.635, -0.094)
F (-5.559, 1.881, 1.328)
F (-6.133, 2.402, -0.973)
F (-3.776, 2.116, -0.408)
B (2.323, -0.687, 2.285)
O (3.001, 0.370, 3.118)
O (1.528, -1.670, 3.059)
N (1.915, 0.654, 0.173)
C (2.928, 1.762, 0.138)
C (3.640, 1.989, -1.360)
C (3.897, 3.640, -1.456)
I (2.156, 4.764, -2.156)
P (0.370, 1.118, 0.915)
O (-0.478, 2.003, -0.372)
Br (0.538, 2.600, 2.607)
H (1.375, -2.815, 0.731)
H (2.541, -2.586, -0.722)
H (0.367, -0.660, -1.498)
H (0.578, -2.469, -1.979)
H (2.525, 0.435, 4.008)
H (2.222, -2.337, 3.393)
H (2.314, 2.776, 0.293)
H (3.717, 1.759, 1.016)
H (2.954, 1.657, -2.247)
H (4.735, 1.524, -1.403)
H (4.256, 3.951, -0.361)
H (4.873, 3.768, -2.132)
H (-0.114, 1.584, -1.230)

Atomic forces in eV per Å
-5.642 0.673 -3.432
6.930 -1.003 -2.759
-4.153 0.992 6.342
1.024 -1.611 1.671
-0.040 -1.250 -0.710
-0.521 -1.217 -0.280
1.618 -0.708 0.238
-0.432 -1.587 -4.657
-0.635 4.085 0.867
1.135 0.515 -2.065
0.212 1.921 4.450
-1.054 -4.505 0.930
-0.960 -2.728 -0.049
-0.228 3.617 -3.631
2.196 2.542 3.604
-0.585 -1.279 3.013
3.071 2.134 -2.986
-3.247 -2.223 -3.356
-1.818 1.054 -1.267
-0.887 -0.115 4.739
4.756 1.118 -0.556
-0.248 2.152 -0.499
1.642 -0.827 -5.221
3.433 -2.486 3.210
-5.376 -1.737 1.488
0.757 0.485 2.268
-2.755 -2.130 -0.765
3.072 0.057 -0.854
0.085 1.780 0.526
0.212 2.112 -1.221
0.491 1.259 0.845
2.722 -2.090 0.964
1.005 -0.516 0.423
-0.773 -1.458 -2.103
2.666 -1.638 0.144
0.205 0.587 -0.475
0.844 2.162 -1.433
-1.621 1.725 1.404
0.112 -1.983 1.234
-0.487 1.618 2.096
0.923 -0.385 -1.858
-1.621 1.452 -0.581
1.208 -2.159 -0.291
-1.527 -0.458 -1.824
1.406 0.369 1.849
-2.691 0.606 0.014
-1.177 -0.209 -2.426
-2.553 0.211 1.116
-0.696 1.077 1.859

Its charge is -1. As for the SMILES: O=C([O-])[C@@](CCC(F)(F)C(F)(F)C(F)(F)C(F)(F)C(F)(F)C(F)(F)F)(B(O)O)N(CCCI)P(O)Br. Its gap between HOMO and LUMO is 6.1669 eV. The highest occupied orbital energy is -4.886 eV.

Atom charges from the natural (NBO) analysis, given in e for atoms 1 to 8: O -0.70; C 0.73; O -0.83; C -0.36; C -0.42; C -0.47; C 0.67; F -0.34

=====

Question: Among the records above, which one has the lowest charge?
Answer: C13H13BBrF13INO5P